The following is a quantum chemistry calculation of a structure of composition C42H62HfN2O7, from the OMol25 dataset.

2S+1 = 1
E_HOMO = -8.0 eV
Total energy = -63188.4666 eV
Maximum force = 0.6 eV/A

Geometry as XYZ:
```
114
C42H62HfN2O7, DFT wB97M-V/def2-TZVPD
Hf 0.25 0.27 1.19
C 2.65 -0.32 -0.97
N 1.52 0.63 -0.86
C 2.07 1.99 -0.88
C 0.59 0.47 -2.00
C -0.32 -0.74 -1.86
N -1.02 -0.79 -0.55
C -1.30 -2.20 -0.15
C -0.12 -3.13 -0.16
C -0.17 -4.32 -0.86
C 0.90 -5.21 -0.84
C 1.99 -4.86 -0.06
C 2.09 -3.67 0.68
C 1.02 -2.78 0.58
O 1.04 -1.57 1.15
C 3.35 -3.45 1.53
C 3.33 -2.19 2.40
C 4.57 -3.38 0.60
C 3.52 -4.64 2.49
C 0.83 -6.51 -1.63
C 0.64 -6.19 -3.12
C 2.11 -7.35 -1.49
C -0.35 -7.36 -1.14
C -2.35 -0.10 -0.61
C -2.34 1.29 -1.16
C -3.06 1.60 -2.31
C -3.07 2.89 -2.81
C -2.36 3.85 -2.09
C -1.64 3.60 -0.93
C -1.59 2.26 -0.48
O -0.83 1.85 0.53
C -0.98 4.81 -0.25
C -2.08 5.85 0.04
C -0.30 4.52 1.09
C 0.05 5.45 -1.19
C -3.82 3.29 -4.08
C -2.83 3.87 -5.10
C -4.88 4.36 -3.74
C -4.53 2.10 -4.73
H 3.25 -0.08 -1.85
H 2.29 -1.35 -1.05
H 3.27 -0.25 -0.08
H 2.61 2.18 -1.81
H 2.75 2.12 -0.04
H 1.25 2.71 -0.78
H 1.16 0.37 -2.94
H 0.00 1.38 -2.08
H 0.28 -1.65 -1.94
H -1.03 -0.75 -2.68
H -2.07 -2.61 -0.81
H -1.73 -2.15 0.85
H -1.06 -4.55 -1.43
H 2.83 -5.54 -0.01
H 3.34 -1.27 1.81
H 4.23 -2.19 3.02
H 2.46 -2.17 3.05
H 4.49 -2.54 -0.09
H 4.69 -4.29 0.01
H 5.48 -3.24 1.19
H 2.65 -4.71 3.15
H 4.40 -4.49 3.11
H 3.63 -5.59 1.97
H 1.48 -5.60 -3.50
H -0.27 -5.63 -3.29
H 0.58 -7.11 -3.71
H 2.98 -6.81 -1.85
H 2.01 -8.26 -2.08
H 2.27 -7.64 -0.45
H -1.30 -6.82 -1.26
H -0.23 -7.60 -0.08
H -0.42 -8.29 -1.70
H -2.73 -0.11 0.42
H -3.03 -0.72 -1.21
H -3.61 0.80 -2.80
H -2.38 4.87 -2.46
H -2.83 5.42 0.70
H -2.57 6.20 -0.86
H -1.64 6.72 0.54
H -0.97 4.05 1.80
H 0.04 5.47 1.52
H 0.57 3.87 1.00
H -0.41 5.76 -2.13
H 0.86 4.76 -1.43
H 0.49 6.33 -0.72
H -2.31 4.75 -4.71
H -3.35 4.17 -6.01
H -2.07 3.12 -5.36
H -4.42 5.25 -3.31
H -5.59 3.96 -3.02
H -5.42 4.65 -4.64
H -3.83 1.32 -5.01
H -5.05 2.43 -5.63
H -5.28 1.67 -4.06
O 3.49 0.90 3.72
C 2.32 1.03 3.48
O 1.83 0.98 2.26
C 1.36 1.40 4.62
C 0.82 2.84 4.37
C 0.36 3.43 5.72
C -0.97 2.67 5.93
C -1.01 1.77 4.69
O -0.40 2.59 3.69
C 0.01 0.63 4.84
C -0.27 -0.53 3.89
O 0.10 -1.65 4.14
O -0.94 -0.20 2.79
H 1.97 1.35 5.51
H 1.47 3.47 3.77
H 1.09 3.26 6.51
H 0.20 4.50 5.62
H -0.99 2.09 6.86
H -1.82 3.35 5.93
H -1.99 1.45 4.36
H 0.01 0.21 5.84
```

Mulliken atomic charge list, values in e, 6 entries:
1 Hf 1.40
2 C -1.39
3 N 0.71
4 C -1.12
5 C -1.35
6 C -1.24

---

The following is a quantum chemistry calculation of a cluster of 6 separate species, C32H62BF7NO10 in total at a distorted geometry, from the OMol25 dataset.

2S+1 = 1
Charge = -1
E_HOMO = -4.2 eV
Total energy = -75847.8235 eV
Maximum force = 5.4 eV/A

Geometry as XYZ:
```
113
C32H62BF7NO10, DFT wB97M-V/def2-TZVPD
C 2.17 -3.69 2.07
C 2.01 -2.28 2.86
C 0.67 -2.12 3.73
C 3.00 -1.21 2.77
C 2.51 0.08 1.89
C 3.71 1.04 1.44
C 3.25 1.80 0.07
C 4.45 2.61 -0.63
C 1.97 2.78 0.35
C 0.66 2.06 -0.26
B -0.76 2.73 0.29
C -0.78 2.71 1.93
O -0.77 1.70 2.68
N -0.75 4.06 2.64
C -0.11 3.93 3.94
O -0.69 4.08 5.04
F 1.30 3.64 4.04
C -2.09 2.10 -0.43
O -2.62 2.78 -1.37
C -2.79 0.68 -0.04
F -3.92 0.54 -0.93
F -3.24 0.81 1.30
C -1.85 -0.59 -0.31
F -1.07 -0.27 -1.47
F -1.02 -0.85 0.83
C -2.64 -1.94 -0.67
F -3.02 -1.93 -2.05
F -1.69 -3.03 -0.56
C -3.85 -2.32 0.31
O -3.93 -2.02 1.51
O -4.90 -3.12 -0.26
H 3.20 -3.70 1.58
H 1.32 -3.77 1.30
H 2.00 -4.53 2.83
H 0.14 -1.15 3.40
H 0.83 -2.16 4.85
H -0.05 -2.98 3.44
H 4.02 -1.26 3.27
H 2.01 -0.37 0.96
H 1.69 0.62 2.49
H 4.70 0.49 1.25
H 3.83 1.84 2.25
H 2.92 0.99 -0.68
H 5.32 2.86 0.08
H 4.92 2.04 -1.53
H 4.03 3.60 -1.06
H 1.94 2.94 1.47
H 2.08 3.79 -0.17
H 0.67 0.94 -0.06
H 0.63 2.20 -1.41
H -0.70 3.88 -0.04
H -1.71 4.42 2.71
H -4.47 -3.95 -0.61
C -3.77 -3.00 -6.35
C -2.25 -2.96 -6.31
C -1.69 -4.14 -5.52
O -1.81 -1.74 -5.73
H -4.18 -2.92 -5.34
H -4.16 -2.14 -6.91
H -4.14 -3.92 -6.81
H -1.86 -2.99 -7.34
H -2.03 -4.10 -4.48
H -0.60 -4.09 -5.50
H -1.99 -5.09 -5.96
H -2.15 -1.71 -4.82
C 5.27 -6.65 -0.59
C 3.88 -6.50 0.01
C 2.94 -7.58 -0.49
O 3.36 -5.22 -0.33
H 5.24 -6.56 -1.68
H 5.94 -5.86 -0.23
H 5.71 -7.62 -0.34
H 3.95 -6.54 1.10
H 2.82 -7.52 -1.58
H 1.94 -7.45 -0.06
H 3.30 -8.57 -0.23
H 3.30 -5.16 -1.29
C -3.33 -4.34 3.82
C -2.85 -3.59 5.05
C -3.96 -3.47 6.09
O -2.42 -2.28 4.67
H -4.16 -3.82 3.34
H -2.53 -4.41 3.07
H -3.65 -5.36 4.07
H -1.99 -4.10 5.48
H -4.82 -2.92 5.68
H -3.61 -2.92 6.96
H -4.30 -4.46 6.41
H -3.18 -1.82 4.28
C 5.04 6.55 1.52
C 3.75 6.31 0.75
C 2.89 7.56 0.70
O 3.01 5.26 1.38
H 4.83 6.84 2.55
H 5.64 5.64 1.56
H 5.63 7.34 1.05
H 3.98 5.98 -0.26
H 2.60 7.89 1.70
H 1.96 7.37 0.15
H 3.42 8.38 0.20
H 2.80 5.54 2.28
C -4.91 5.34 -4.82
C -3.39 5.39 -4.79
C -2.82 4.22 -4.00
O -2.96 6.62 -4.21
H -5.32 5.41 -3.81
H -5.31 6.19 -5.38
H -5.27 4.41 -5.28
H -3.00 5.36 -5.81
H -3.16 4.25 -2.96
H -1.73 4.27 -3.98
H -3.11 3.26 -4.43
H -3.30 6.65 -3.30
```

Mulliken atomic charge list, values in e, 6 entries:
1 C -0.87
2 C 0.64
3 C -0.28
4 C -1.23
5 C 0.68
6 C -1.23

---

The following is a quantum chemistry calculation of an isolated molecule of C3H5N3 at a distorted geometry, from the OMol25 dataset.

2S+1 = 1
Structure (SMILES) = Cn1ccnn1
E_HOMO = -9.1 eV
Total energy = -7658.4261 eV
Maximum force = 2.6 eV/A

Geometry as XYZ:
```
11
C3H5N3, DFT wB97M-V/def2-TZVPD
C -1.58 0.00 0.06
N -0.17 -0.17 -0.20
C 0.81 0.71 -0.07
C 2.02 0.03 -0.19
N 1.62 -1.30 -0.47
N 0.35 -1.38 -0.51
H -2.06 -0.96 -0.13
H -1.75 0.31 1.09
H -1.98 0.76 -0.62
H 0.70 1.77 0.14
H 1.99 0.32 0.92
```

Mulliken atomic charge list, values in e, 6 entries:
1 C -0.81
2 N 0.48
3 C -0.29
4 C -0.29
5 N -0.33
6 N -0.32

---

The following is a quantum chemistry calculation of a structure of composition C28H29CrN7S2Si, from the OMol25 dataset.

2S+1 = 4
Charge = +1
E_HOMO (alpha / beta) = -10.3 / -10.4 eV
Total energy = -97904.0677 eV
Maximum force = 1.0 eV/A

Geometry as XYZ:
```
68
C28H29CrN7S2Si, DFT wB97M-V/def2-TZVPD
Cr 0.27 0.57 -0.21
C -6.09 1.01 -1.79
Si -5.20 1.23 -0.17
C -6.23 0.58 1.23
C -4.79 3.01 0.10
C -3.69 0.08 -0.27
C -3.94 -1.28 -0.44
C -2.93 -2.24 -0.52
C -1.63 -1.82 -0.43
N -1.36 -0.51 -0.28
C -2.33 0.43 -0.19
S -1.62 2.01 0.01
H -7.01 1.61 -1.81
H -6.38 -0.03 -1.96
H -5.47 1.33 -2.63
H -7.14 1.17 1.34
H -5.69 0.62 2.18
H -6.53 -0.46 1.07
H -5.74 3.56 0.14
H -4.19 3.43 -0.71
H -4.26 3.18 1.03
H -4.97 -1.61 -0.51
H -3.16 -3.29 -0.64
H -0.79 -2.49 -0.47
S 0.51 0.49 2.08
C 1.78 -0.72 2.03
N 2.27 -1.36 3.09
N 1.73 -1.13 4.22
C 2.19 -1.75 5.41
C 1.41 -1.60 6.55
C 1.81 -2.20 7.73
C 2.99 -2.94 7.77
C 3.76 -3.07 6.62
C 3.37 -2.48 5.43
N 2.43 -1.05 0.90
N 1.94 -0.54 -0.18
C 2.81 -0.71 -1.32
C 4.09 -0.18 -1.28
C 4.91 -0.28 -2.39
C 4.45 -0.92 -3.54
C 3.17 -1.46 -3.56
C 2.35 -1.36 -2.45
H 0.94 -0.49 4.28
H 0.49 -1.02 6.51
H 1.21 -2.09 8.62
H 3.30 -3.41 8.69
H 4.68 -3.64 6.65
H 3.96 -2.57 4.53
H 4.43 0.32 -0.38
H 5.91 0.13 -2.36
H 5.08 -0.99 -4.41
H 2.82 -1.98 -4.44
H 1.36 -1.81 -2.45
N -0.15 0.79 -4.44
C -0.50 0.33 -3.22
N 0.20 0.88 -2.26
C 1.07 1.78 -2.89
C 2.03 2.63 -2.35
C 2.75 3.41 -3.23
C 2.53 3.35 -4.61
C 1.58 2.51 -5.16
C 0.85 1.73 -4.26
H -0.58 0.52 -5.31
H -1.28 -0.41 -3.08
H 2.21 2.69 -1.28
H 3.51 4.09 -2.84
H 3.12 3.97 -5.27
H 1.41 2.47 -6.23
```

Mulliken atomic charge list, values in e, 6 entries:
1 Cr 0.10
2 C -1.05
3 Si 0.14
4 C -1.05
5 C -1.04
6 C 0.42

---

The following is a quantum chemistry calculation of a structure of composition C31H54BN8NaO4 at a distorted geometry, from the OMol25 dataset.

2S+1 = 1
Charge = -2
E_HOMO = -2.7 eV
Total energy = -58234.2778 eV
Maximum force = 2.1 eV/A

Geometry as XYZ:
```
99
C31H54BN8NaO4, DFT wB97M-V/def2-TZVPD
Na 0.18 -1.19 -0.87
C 3.11 -2.36 -0.81
C 3.73 -1.11 -0.18
C 5.21 -1.32 0.13
C 2.95 -0.65 1.02
C 3.26 -0.76 2.39
C 2.24 -0.09 3.04
C 2.12 0.13 4.53
C 2.15 -1.20 5.28
C 3.24 1.06 5.03
N 1.37 0.36 2.10
N 1.81 0.02 0.86
B 0.09 1.24 2.35
N -1.25 0.41 2.25
N -1.88 0.17 1.08
C -2.99 -0.49 1.37
C -3.11 -0.67 2.77
C -1.97 -0.08 3.29
C -1.59 -0.01 4.74
C -1.47 -1.41 5.36
C -2.60 0.83 5.53
C -3.93 -0.91 0.27
C -4.60 0.32 -0.36
C -4.98 -1.90 0.77
N 0.01 2.53 1.47
N -0.18 2.52 0.13
C -0.35 3.78 -0.24
C -0.25 4.65 0.87
C -0.02 3.81 1.94
C 0.20 4.22 3.38
C 1.48 5.05 3.51
C -1.01 4.99 3.92
C -0.65 4.11 -1.68
C -1.94 3.40 -2.13
C -0.74 5.62 -1.91
H 3.62 -2.62 -1.75
H 2.07 -2.15 -1.01
H 3.14 -3.23 -0.15
H 3.64 -0.30 -0.90
H 5.37 -2.17 0.80
H 5.64 -0.43 0.61
H 5.76 -1.51 -0.79
H 4.11 -1.24 2.85
H 1.17 0.63 4.73
H 3.10 -1.71 5.12
H 1.35 -1.86 4.94
H 2.02 -1.04 6.36
H 4.21 0.64 4.76
H 3.19 1.17 6.12
H 3.16 2.04 4.56
H 0.15 1.64 3.48
H -3.90 -1.17 3.32
H -0.62 0.48 4.82
H -2.43 -1.94 5.28
H -1.19 -1.36 6.41
H -0.73 -2.01 4.83
H -3.60 0.40 5.45
H -2.63 1.85 5.13
H -2.32 0.88 6.59
H -3.33 -1.40 -0.49
H -5.28 0.80 0.36
H -5.17 0.05 -1.25
H -3.84 1.05 -0.64
H -5.64 -1.43 1.51
H -4.50 -2.77 1.24
H -5.60 -2.26 -0.06
H -0.33 5.73 0.89
H 0.32 3.32 3.98
H 1.41 5.96 2.91
H 2.34 4.48 3.14
H 1.67 5.33 4.55
H -1.15 5.92 3.36
H -0.87 5.24 4.98
H -1.92 4.40 3.81
H 0.15 3.71 -2.30
H -2.79 3.76 -1.55
H -1.83 2.33 -1.97
H -2.14 3.58 -3.19
H -1.56 6.04 -1.32
H -0.91 5.84 -2.96
H 0.19 6.11 -1.60
N 2.78 2.02 -1.24
C 2.57 1.85 -2.68
C 1.77 0.58 -3.08
O 1.92 0.24 -4.27
O 0.97 0.06 -2.23
H 2.08 1.49 -0.74
H 2.64 2.98 -0.95
H 3.52 1.79 -3.21
H 2.02 2.68 -3.12
N 0.36 -3.00 1.68
C -0.71 -3.83 1.11
C -0.51 -3.72 -0.41
O 0.31 -4.52 -0.91
O -1.12 -2.76 -0.99
H 1.27 -3.36 1.38
H 0.35 -2.98 2.69
H -1.68 -3.41 1.37
H -0.67 -4.88 1.42
```

Mulliken atomic charge list, values in e, 6 entries:
1 Na 0.83
2 C -0.93
3 C 1.99
4 C -2.02
5 C -0.61
6 C -0.52

---

The following is a quantum chemistry calculation of a cluster of 2 separate species, C2H9N3O in total at a distorted geometry, from the OMol25 dataset.

2S+1 = 1
Structure (SMILES) = CC(N)=O.NN
E_HOMO = -8.7 eV
Total energy = -8736.7009 eV
Maximum force = 4.6 eV/A

Geometry as XYZ:
```
15
C2H9N3O, DFT wB97M-V/def2-TZVPD
C 0.31 0.16 2.64
C 0.05 0.34 1.17
N -0.31 -0.69 -2.28
N 0.74 -0.51 0.42
N -0.19 0.71 -2.41
O -0.84 1.07 0.80
H -0.62 -0.20 3.14
H 1.16 -0.48 2.74
H 0.48 1.13 3.05
H 1.33 -1.11 0.86
H -1.12 -0.91 -1.67
H -0.35 -1.19 -3.27
H 0.50 -0.59 -0.61
H -0.31 1.21 -1.54
H -0.82 1.07 -3.04
```

Mulliken atomic charge list, values in e, 6 entries:
1 C -0.94
2 C 0.72
3 N -0.63
4 N -0.25
5 N -0.49
6 O -0.64